Entry 1:
DFT (ωB97M-V with the def2-TZVPD basis set) results for 9 unconnected molecules or ions with the total composition C20H49Cl8O6S5 at a distorted geometry.

Element x y z (Å)
C  -1.384  0.384  0.140
C  -1.171  -0.143  -1.323
O  -1.419  -1.517  -1.396
H  -1.095  -0.413  0.825
H  -2.445  0.581  0.295
H  -0.859  1.313  0.360
H  -0.128  0.144  -1.452
H  -1.849  0.465  -1.923
C  1.379  -5.301  -10.893
S  0.572  -4.125  -9.735
O  -0.064  -5.022  -8.653
C  2.093  -3.512  -8.835
H  1.950  -6.064  -10.365
H  1.943  -4.779  -11.666
H  0.512  -5.852  -11.258
H  2.694  -4.350  -8.481
H  1.874  -2.884  -7.971
H  2.676  -2.859  -9.484
C  -2.043  -5.352  5.375
S  -3.220  -6.586  4.590
O  -3.026  -6.455  3.043
C  -2.133  -8.064  5.009
H  -2.599  -4.420  5.478
H  -1.121  -5.218  4.808
H  -1.757  -5.695  6.369
H  -2.492  -8.883  4.386
H  -2.237  -8.387  6.045
H  -1.149  -7.791  4.627
C  5.082  -8.606  -1.105
S  4.716  -6.838  -1.715
O  3.459  -6.950  -2.621
C  4.165  -6.032  -0.132
H  6.012  -9.046  -1.467
H  4.355  -9.412  -1.204
H  5.106  -8.553  -0.017
H  5.049  -5.706  0.417
H  3.605  -6.655  0.565
H  3.535  -5.176  -0.373
C  -8.651  -2.699  -1.068
S  -9.126  -3.954  -2.378
O  -7.866  -4.741  -2.812
C  -9.882  -5.317  -1.444
H  -8.137  -3.120  -0.204
H  -9.486  -2.102  -0.702
H  -7.913  -2.055  -1.546
H  -10.931  -5.055  -1.304
H  -9.491  -5.253  -0.429
H  -9.747  -6.371  -1.688
C  1.106  5.730  -5.805
S  2.313  7.129  -5.576
O  1.712  8.301  -6.345
C  1.971  7.220  -3.723
H  0.868  5.687  -6.868
H  0.192  6.114  -5.351
H  1.437  4.755  -5.448
H  1.051  7.718  -3.415
H  2.847  7.625  -3.214
H  1.740  6.234  -3.321
C  -7.314  4.323  5.892
Cl  -6.921  4.454  4.058
Cl  -8.401  2.915  6.070
Cl  -5.807  4.158  6.911
Cl  -8.211  5.795  6.360
C  8.038  2.476  -1.077
Cl  8.911  2.746  -2.610
Cl  7.548  4.021  -0.345
Cl  6.721  1.355  -1.401
Cl  9.096  1.649  0.040
C  2.206  8.971  4.533
C  1.163  7.809  4.383
C  1.716  6.419  4.452
C  2.125  5.799  5.748
C  2.286  4.315  5.761
C  3.331  3.801  4.793
H  2.433  9.140  5.586
H  1.717  9.931  4.367
H  3.061  8.824  3.874
H  0.382  7.981  5.124
H  0.658  8.053  3.448
H  2.548  6.234  3.773
H  0.868  5.819  4.122
H  3.078  6.282  5.965
H  1.348  6.023  6.479
H  2.616  3.873  6.701
H  1.417  3.658  5.729
H  3.021  3.846  3.749
H  4.183  4.474  4.877
H  3.596  2.768  5.021

LUMO energy	0.95	eV
gap between HOMO and LUMO	2.8	eV
E_tot	-188165.22247	eV
HOMO energy	-1.8	eV
net charge	-1
largest force on an atom	0.0699	Eh/bohr

Results of the Löwdin charge analysis, in e, for atoms 1 through 6:
1. C -0.178
2. C -0.578
3. O -0.431
4. H 0.041
5. H 0.030
6. H 0.024



Entry 2:
DFT (ωB97M-V with the def2-TZVPD basis set) results for a molecular structure, C20H50BaN2O4Si2 at a distorted geometry.

Element x y z (Å)
O  -0.465  -1.514  0.630
O  -2.454  -0.187  -3.524
C  0.559  -2.281  -0.084
C  1.056  -3.486  0.685
H  1.364  -1.555  -0.242
H  0.125  -2.567  -1.050
H  1.411  -3.206  1.683
H  1.899  -3.893  0.127
H  0.304  -4.276  0.781
C  -1.555  -2.280  1.256
C  -2.475  -2.877  0.208
H  -2.077  -1.565  1.921
H  -1.064  -3.054  1.871
H  -2.808  -2.116  -0.497
H  -3.361  -3.307  0.681
H  -1.975  -3.669  -0.365
C  -3.539  0.739  -3.719
C  -2.408  -1.244  -4.498
C  -4.717  0.471  -2.794
H  -3.897  0.709  -4.765
H  -3.125  1.734  -3.502
H  -5.185  -0.498  -3.011
H  -5.466  1.252  -2.965
H  -4.428  0.489  -1.734
C  -3.657  -2.105  -4.593
H  -1.550  -1.848  -4.193
H  -2.199  -0.822  -5.496
H  -3.993  -2.481  -3.623
H  -3.418  -2.961  -5.228
H  -4.485  -1.569  -5.065
H  -0.757  0.737  -2.336
Ba  0.332  0.676  1.829
C  -0.206  1.711  -2.387
Si  0.713  2.197  -4.008
H  -0.970  2.501  -2.237
H  0.503  1.736  -1.536
C  1.574  0.675  -4.685
C  2.005  3.550  -3.703
C  -0.400  2.866  -5.391
C  2.934  0.056  0.920
Si  3.932  1.134  2.044
H  3.073  0.179  -0.168
H  3.087  -1.020  1.119
C  4.608  2.613  1.103
C  5.378  0.244  2.859
C  2.839  1.810  3.454
H  0.200  3.060  -6.292
H  -0.884  3.813  -5.113
H  -1.178  2.139  -5.658
H  2.393  0.378  -4.014
H  1.988  0.871  -5.684
H  0.850  -0.149  -4.754
H  2.570  3.364  -2.782
H  1.544  4.544  -3.628
H  2.724  3.589  -4.535
H  5.853  -0.492  2.195
H  5.059  -0.285  3.769
H  6.147  0.972  3.144
H  2.338  1.011  4.022
H  2.091  2.542  3.106
H  3.467  2.351  4.170
H  5.447  3.058  1.652
H  3.833  3.379  0.963
H  4.979  2.321  0.109
C  -2.170  -0.248  6.623
C  -1.432  -0.232  5.326
N  -1.874  0.387  4.222
O  -3.156  0.927  4.468
C  -0.167  -0.875  5.162
C  0.586  -1.571  6.237
N  0.330  -0.698  3.912
O  1.484  -1.182  3.572
H  -3.134  0.245  6.504
H  -1.587  0.275  7.394
H  -2.311  -1.278  6.973
H  -3.414  1.337  3.627
H  0.873  -2.581  5.913
H  1.509  -1.023  6.482
H  -0.018  -1.650  7.146

LUMO energy	-0.40	eV
gap between HOMO and LUMO	5.7	eV
energy above the lowest of the compared OMol25 structures with the same formula, charge and spin	0.0	kJ/mol
E_tot	-49167.77944	eV
HOMO energy	-6.1	eV
largest force on an atom	0.0624	Eh/bohr

Results of the Löwdin charge analysis, in e, for atoms 1 through 6:
1. O -0.434
2. O -0.210
3. C -0.247
4. C -0.071
5. H 0.072
6. H 0.115



Entry 3:
DFT (ωB97M-V with the def2-TZVPD basis set) results for a molecular structure, C20H50BeN2O7 at a distorted geometry.

Element x y z (Å)
Be  0.752  0.873  0.054
C  3.434  -0.879  2.980
C  2.348  -1.885  3.376
C  2.651  -2.389  4.817
C  1.532  -3.235  5.414
C  0.216  -2.498  5.302
C  -0.133  -1.942  3.907
N  1.021  -1.232  3.357
O  0.802  -0.728  2.069
C  -1.285  -1.006  4.126
C  -0.595  -3.149  3.086
C  2.527  -3.107  2.465
H  4.449  -1.279  3.043
H  3.409  -0.007  3.643
H  3.364  -0.406  2.000
H  3.035  -1.624  5.498
H  3.568  -2.988  4.774
H  1.624  -3.446  6.484
H  1.478  -4.257  5.028
H  0.203  -1.695  6.043
H  -0.565  -3.196  5.620
H  -0.912  -0.202  4.777
H  -2.081  -1.413  4.748
H  -1.569  -0.409  3.259
H  -0.653  -3.045  2.006
H  -1.581  -3.440  3.465
H  -0.039  -4.058  3.323
H  1.831  -3.912  2.689
H  3.532  -3.485  2.661
H  2.457  -2.929  1.390
C  -0.895  4.951  -2.854
C  -1.519  3.589  -3.199
C  -1.998  3.704  -4.679
C  -2.264  2.355  -5.304
C  -0.975  1.547  -5.192
C  -0.569  1.274  -3.720
N  -0.443  2.577  -3.050
O  0.078  2.532  -1.738
C  0.789  0.593  -3.905
C  -1.535  0.270  -3.066
C  -2.805  3.419  -2.329
H  0.116  5.133  -3.208
H  -0.794  4.954  -1.764
H  -1.641  5.711  -3.092
H  -1.257  4.242  -5.272
H  -2.951  4.234  -4.620
H  -2.716  2.311  -6.298
H  -3.041  1.817  -4.749
H  -0.194  2.029  -5.781
H  -1.183  0.567  -5.633
H  0.801  -0.225  -4.621
H  1.122  0.256  -2.920
H  1.500  1.381  -4.170
H  -1.495  -0.694  -3.576
H  -2.537  0.666  -3.234
H  -1.336  0.112  -2.010
H  -2.555  3.276  -1.278
H  -3.366  2.532  -2.633
H  -3.461  4.261  -2.542
C  -2.149  -3.074  -0.642
C  -0.823  -2.550  -1.215
O  -0.309  -1.447  -0.518
H  -2.431  -4.046  -1.045
H  -2.951  -2.341  -0.689
H  -1.880  -3.276  0.397
H  -0.856  -2.334  -2.283
H  -0.089  -3.367  -1.159
H  -0.063  -1.759  0.375
O  0.817  2.551  1.967
H  0.967  2.233  2.865
H  0.684  3.501  2.053
O  -1.869  1.034  0.087
H  -2.178  1.505  -0.696
H  -2.659  0.861  0.608
O  2.586  -0.356  -1.032
H  3.169  0.241  -1.511
H  2.828  -1.240  -1.326
O  2.913  2.216  -0.291
H  2.880  2.773  -1.079
H  3.720  2.472  0.167

LUMO energy	-0.80	eV
gap between HOMO and LUMO	5.3	eV
energy above the lowest of the compared OMol25 structures with the same formula, charge and spin	0.0	kJ/mol
E_tot	-39257.98326	eV
HOMO energy	-6.1	eV
largest force on an atom	0.0449	Eh/bohr

Results of the Löwdin charge analysis, in e, for atoms 1 through 6:
1. Be 0.989
2. C -0.055
3. C -0.497
4. C -0.139
5. C -0.189
6. C -0.158



Entry 4:
DFT (ωB97M-V with the def2-TZVPD basis set) results for a molecular structure, C20H50ClNNbO10P2 at a distorted geometry.

Element x y z (Å)
C  -4.755  7.275  4.166
C  -5.135  6.950  2.705
N  -4.122  6.057  2.096
Nb  -4.839  4.270  1.278
C  -6.221  3.727  3.015
C  -7.713  3.916  2.604
C  -8.669  3.177  3.496
O  -8.599  2.033  3.802
O  -9.755  3.922  3.951
C  -3.103  3.032  2.068
C  -2.464  3.602  3.345
C  -1.066  4.125  3.041
Cl  -2.220  2.243  4.560
H  -3.926  6.653  4.498
H  -5.579  7.098  4.859
H  -4.432  8.312  4.257
H  -5.102  7.898  2.164
H  -6.155  6.577  2.624
H  -3.682  6.575  1.339
H  -3.928  4.489  -0.320
H  -6.278  5.123  0.483
H  -5.462  2.729  0.487
H  -6.038  4.427  3.841
H  -6.098  2.700  3.358
H  -7.972  4.975  2.596
H  -7.805  3.575  1.574
H  -9.391  4.688  4.411
H  -2.333  3.035  1.291
H  -3.337  1.982  2.234
H  -3.056  4.369  3.833
H  -0.534  3.360  2.478
H  -1.133  5.045  2.460
H  -0.495  4.312  3.951
O  2.916  -1.572  3.783
P  2.153  -2.349  2.791
O  2.126  -1.504  1.412
C  3.354  -1.234  0.731
C  3.880  -2.454  -0.003
O  0.616  -2.154  3.272
C  0.282  -1.807  4.622
C  -0.132  -0.355  4.708
O  1.935  -3.820  2.221
C  0.669  -4.357  1.803
C  0.074  -3.673  0.595
H  4.097  -0.858  1.440
H  3.142  -0.436  0.022
H  4.165  -3.238  0.702
H  4.752  -2.189  -0.601
H  3.116  -2.870  -0.660
H  1.110  -2.025  5.296
H  -0.554  -2.448  4.916
H  0.632  0.299  4.288
H  -0.311  -0.062  5.744
H  -1.043  -0.185  4.140
H  -0.031  -4.377  2.635
H  0.878  -5.399  1.555
H  -0.265  -2.665  0.830
H  -0.786  -4.245  0.244
H  0.802  -3.600  -0.213
O  4.106  -2.382  -3.909
P  5.014  -3.078  -4.866
O  4.581  -2.425  -6.300
C  4.948  -1.076  -6.597
C  6.416  -0.951  -6.962
O  4.133  -4.475  -4.926
C  3.369  -4.932  -3.808
C  1.894  -4.681  -4.036
O  6.315  -3.863  -5.394
C  6.318  -5.111  -6.107
C  5.682  -5.044  -7.475
H  4.702  -0.429  -5.750
H  4.327  -0.767  -7.438
H  7.055  -1.189  -6.108
H  6.644  0.065  -7.286
H  6.675  -1.645  -7.762
H  3.706  -4.463  -2.885
H  3.554  -6.005  -3.715
H  1.708  -3.634  -4.269
H  1.312  -4.953  -3.153
H  1.536  -5.269  -4.882
H  5.881  -5.900  -5.502
H  7.375  -5.362  -6.218
H  4.603  -4.917  -7.409
H  5.882  -5.974  -8.010
H  6.083  -4.212  -8.053

LUMO energy	0.67	eV
gap between HOMO and LUMO	5.5	eV
E_tot	-76164.69453	eV
HOMO energy	-4.8	eV
net charge	-1
largest force on an atom	0.1555	Eh/bohr

Results of the Löwdin charge analysis, in e, for atoms 1 through 6:
1. C -0.114
2. C -0.393
3. N -0.267
4. Nb 1.267
5. C -0.354
6. C -0.263



Entry 5:
DFT (ωB97M-V with the def2-TZVPD basis set) results for 6 unconnected molecules or ions with the total composition C20H50F6N5O4P at a distorted geometry.

Element x y z (Å)
C  4.405  3.581  5.294
C  5.254  4.153  6.380
O  5.182  5.337  6.689
N  6.056  3.136  7.197
H  5.596  2.237  7.195
H  6.923  2.878  6.748
C  6.299  3.530  8.650
H  4.814  2.773  4.686
H  4.038  4.359  4.625
H  3.564  3.135  5.824
H  6.716  2.672  9.177
H  5.335  3.769  9.099
H  6.960  4.386  8.516
C  3.024  -2.325  0.069
C  2.519  -3.021  1.338
O  1.687  -3.953  1.304
N  3.143  -2.563  2.693
H  4.048  -2.122  2.608
H  2.533  -1.843  3.052
C  3.126  -3.688  3.724
H  2.889  -1.245  0.012
H  2.430  -2.573  -0.811
H  4.073  -2.508  -0.163
H  3.556  -3.237  4.619
H  3.835  -4.338  3.212
H  2.129  -4.125  3.781
C  -5.636  4.141  2.732
C  -5.243  4.422  4.165
O  -6.085  4.473  5.071
N  -3.707  4.424  4.508
H  -3.663  3.822  5.318
H  -3.095  3.945  3.863
C  -3.384  5.877  4.891
H  -5.874  5.010  2.119
H  -6.577  3.599  2.828
H  -4.867  3.541  2.246
H  -2.305  5.940  5.034
H  -3.981  6.110  5.773
H  -3.683  6.529  4.071
C  -2.595  2.015  -2.312
C  -1.358  2.796  -2.550
O  -0.283  2.375  -2.747
N  -1.712  4.280  -2.446
H  -2.700  4.488  -2.408
H  -1.327  4.578  -1.560
C  -1.079  5.072  -3.631
H  -2.411  1.041  -2.765
H  -3.425  2.452  -2.868
H  -2.944  1.833  -1.295
H  -0.030  5.293  -3.431
H  -1.510  6.073  -3.621
H  -1.340  4.694  -4.620
C  -2.714  -3.774  -2.801
C  -1.535  -3.797  -3.809
C  -1.698  -4.812  -4.932
N  -0.519  -4.898  -5.874
C  0.709  -5.545  -5.187
C  -0.153  -3.479  -6.504
C  0.226  -3.788  -7.890
C  -0.773  -4.881  -8.281
C  -0.964  -5.757  -7.074
H  -3.026  -4.760  -2.458
H  -3.576  -3.278  -3.249
H  -2.685  -3.202  -1.874
H  -0.552  -3.950  -3.363
H  -1.601  -2.799  -4.242
H  -2.548  -4.456  -5.514
H  -1.810  -5.775  -4.433
H  1.102  -5.036  -4.307
H  1.496  -5.249  -5.879
H  0.726  -6.630  -5.083
H  0.531  -2.967  -5.827
H  -1.131  -2.998  -6.522
H  1.254  -4.139  -7.988
H  0.056  -3.018  -8.643
H  -0.363  -5.442  -9.121
H  -1.743  -4.437  -8.506
H  -0.461  -6.724  -7.053
H  -2.016  -5.970  -6.883
P  -0.773  0.608  3.048
F  -1.646  1.709  2.163
F  -0.983  -0.618  2.002
F  0.595  1.093  2.265
F  0.009  -0.263  4.057
F  -0.550  1.704  4.277
F  -2.203  0.095  3.601

LUMO energy	-8.14	eV
gap between HOMO and LUMO	10.5	eV
E_tot	-62752.45951	eV
HOMO energy	-18.6	eV
net charge	+4
largest force on an atom	0.1149	Eh/bohr

Results of the Löwdin charge analysis, in e, for atoms 1 through 6:
1. C 0.018
2. C -0.344
3. O 0.179
4. N 0.083
5. H 0.166
6. H 0.183



Entry 6:
DFT (ωB97M-V with the def2-TZVPD basis set) results for a molecular structure, C20H50NO2P2PbSi4 at a distorted geometry.

Element x y z (Å)
Pb  0.385  -0.186  0.749
P  -2.185  1.156  0.599
C  -2.653  0.900  -1.095
C  -1.738  0.919  -2.176
N  -0.432  0.504  -1.989
C  0.474  0.700  -2.937
C  0.134  1.306  -4.157
C  -1.208  1.520  -4.467
C  -2.174  1.216  -3.516
C  1.919  0.408  -2.680
P  2.264  -0.874  -1.388
H  -3.245  1.277  -3.720
H  0.939  1.566  -4.825
H  -1.494  1.960  -5.436
H  2.396  0.058  -3.605
H  2.471  1.318  -2.386
H  -3.612  -3.938  -1.915
H  -3.706  0.808  -1.400
H  -0.420  -3.570  -1.062
O  -3.146  -4.089  -1.071
H  -3.819  -3.921  -0.398
H  -0.117  -2.322  -0.004
O  -0.090  -3.354  -0.163
H  -0.632  -3.781  0.517
C  1.880  -2.364  -2.376
H  2.458  -2.316  -3.307
H  2.190  -3.266  -1.834
H  0.820  -2.419  -2.651
C  4.078  -0.952  -1.398
H  4.401  -1.663  -0.629
H  4.444  -1.296  -2.371
H  4.519  0.023  -1.175
C  -2.184  3.006  0.652
H  -3.203  3.353  0.422
H  -1.829  3.421  1.604
H  -1.514  3.311  -0.168
C  -3.592  0.477  1.600
H  -3.336  0.504  2.673
H  -4.549  1.016  1.457
H  -3.764  -0.579  1.336
C  5.101  0.513  2.055
Si  3.806  1.875  2.239
C  4.331  3.150  3.529
C  3.466  2.711  0.573
Si  1.782  0.895  2.936
Si  1.967  -1.192  3.966
C  2.836  -0.910  5.613
C  0.249  -1.920  4.276
C  2.965  -2.371  2.878
Si  0.456  2.437  4.126
C  1.265  2.707  5.810
C  0.484  4.014  3.081
C  -1.298  1.763  4.308
H  6.102  0.965  1.966
H  4.930  -0.111  1.165
H  5.111  -0.142  2.939
H  5.319  3.561  3.264
H  3.624  3.990  3.595
H  4.415  2.693  4.526
H  3.081  2.000  -0.176
H  2.729  3.521  0.686
H  4.396  3.154  0.179
H  2.148  -0.503  6.367
H  3.217  -1.876  5.981
H  3.688  -0.223  5.519
H  -0.292  -2.151  3.343
H  0.368  -2.861  4.835
H  -0.379  -1.245  4.874
H  2.770  -2.239  1.802
H  4.043  -2.239  3.038
H  2.703  -3.406  3.141
H  2.229  3.229  5.721
H  0.606  3.322  6.445
H  1.437  1.754  6.329
H  0.049  3.861  2.084
H  -0.093  4.803  3.590
H  1.510  4.388  2.946
H  -1.956  2.069  3.480
H  -1.305  0.665  4.358
H  -1.741  2.137  5.245

LUMO energy	-3.47	eV
gap between HOMO and LUMO	4.8	eV
energy above the lowest of the compared OMol25 structures with the same formula, charge and spin	7.9	kJ/mol
E_tot	-82466.60249	eV
HOMO energy	-8.2	eV
net charge	+1
largest force on an atom	0.0382	Eh/bohr

Results of the Löwdin charge analysis, in e, for atoms 1 through 6:
1. Pb 0.775
2. P 0.696
3. C -0.347
4. C -0.390
5. N 0.033
6. C -0.390